The following is a quantum chemistry calculation of a 2-piece molecular cluster, C4H6N2 overall in a non-equilibrium geometry, from the OMol25 dataset.

Net charge ... +2
Electronic energy ... -7199.985 eV
Energy relative to the best compared isomer or geometry (same formula, charge and spin) ... 106.4 kcal/mol
Gap between HOMO and LUMO ... 8.834 eV
Strongest force on any atom ... 5.8 eV Å⁻¹
HOMO energy ... -21.91 eV

```
12
Properties=species:S:1:pos:R:3:forces:R:3
C 1.2974 0.6065 1.0527 1.410 -1.154 -2.568
C -0.2964 1.2703 -0.1522 -3.149 2.266 -4.277
C -1.4633 -0.7781 -0.7198 0.173 -1.403 -0.662
C 0.8490 -0.5985 0.3437 -0.177 -3.451 -0.402
N 0.7872 1.6639 0.4725 -2.574 1.453 0.317
N -0.4190 -0.1516 -0.3164 2.432 1.184 1.531
H 2.1615 0.7148 1.6747 0.317 -0.205 0.873
H -1.3887 2.0378 -1.0077 3.465 -1.804 2.945
H -1.5812 -1.9114 -0.5914 0.182 1.654 -0.339
H -2.1183 -0.1451 -1.3085 -0.890 -0.251 0.325
H 1.5848 -1.2412 -0.3590 -0.992 2.184 0.928
H 0.5870 -1.4674 0.9114 -0.197 -0.472 1.328
```
Forces are in eV/Å.